Entry A
Below is a 2-piece molecular cluster, C4H12 overall, with properties calculated with ωB97M-V/def2-TZVPD.

Geometry as XYZ:
```
16
Properties=species:S:1:pos:R:3
C 2.044 0.937 0.037
C 2.777 0.521 1.314
H 2.371 0.355 -0.823
H 0.980 0.756 0.149
H 2.238 1.981 -0.210
H 3.735 0.033 1.132
H 2.184 -0.161 1.918
H 3.001 1.397 1.923
C -2.494 -0.159 -0.161
C -2.381 -1.277 -1.182
H -3.522 0.189 -0.047
H -2.024 -0.426 0.788
H -1.878 0.686 -0.487
H -3.055 -2.114 -0.970
H -1.395 -1.762 -1.181
H -2.581 -0.955 -2.200
```

Multiplicity = 2
Total charge = -1
Kohn-Sham gap (spin up / spin down) = 2.800 / 12.214 eV
LUMO level (spin up / spin down) = 4.31 / 4.37 eV

Charge distribution, Löwdin scheme, values in e: atom 1 (C): -0.312, atom 2 (C): -0.293, atom 3 (H): 0.027, atom 4 (H): 0.026, atom 5 (H): 0.035, atom 6 (H): 0.040, atom 7 (H): 0.024, atom 8 (H): 0.040, atom 9 (C): -0.399, atom 10 (C): -0.335, atom 11 (H): 0.027, atom 12 (H): 0.010, atom 13 (H): 0.017, atom 14 (H): 0.035, atom 15 (H): 0.025, atom 16 (H): 0.034

***

Entry B
Below is a 2-piece molecular cluster, C4H12 overall, with properties calculated with ωB97M-V/def2-TZVPD.

Geometry as XYZ:
```
16
Properties=species:S:1:pos:R:3
C 2.105 -0.211 0.227
C 1.330 -0.597 1.553
H 1.496 0.395 -0.496
H 2.185 -1.150 -0.329
H 3.130 0.239 0.605
H 1.962 -0.824 2.408
H 0.893 -1.609 1.481
H 0.466 0.047 1.720
C -1.577 0.816 -0.271
C -1.853 0.005 -1.541
H -2.364 1.596 -0.144
H -0.601 1.432 -0.143
H -1.525 0.229 0.628
H -0.952 0.040 -2.112
H -2.170 -1.035 -1.327
H -2.552 0.565 -2.103
```

Multiplicity = 2
Total charge = -1
Kohn-Sham gap (spin up / spin down) = 2.825 / 12.154 eV
LUMO level (spin up / spin down) = 4.44 / 4.64 eV

Charge distribution, Löwdin scheme, values in e: atom 1 (C): -0.346, atom 2 (C): -0.329, atom 3 (H): 0.021, atom 4 (H): -0.003, atom 5 (H): 0.059, atom 6 (H): 0.020, atom 7 (H): 0.017, atom 8 (H): 0.018, atom 9 (C): -0.323, atom 10 (C): -0.309, atom 11 (H): 0.039, atom 12 (H): 0.055, atom 13 (H): 0.009, atom 14 (H): 0.012, atom 15 (H): 0.044, atom 16 (H): 0.016

***

Entry C
Below is a 2-piece molecular cluster, C4H12 overall, with properties calculated with ωB97M-V/def2-TZVPD.

Geometry as XYZ:
```
16
Properties=species:S:1:pos:R:3
C -0.861 -1.971 -0.069
C 0.317 -1.858 -1.073
H -1.836 -1.875 -0.549
H -0.854 -2.947 0.416
H -0.702 -1.204 0.685
H 0.071 -2.263 -2.057
H 1.110 -2.474 -0.639
H 0.657 -0.843 -1.251
C 0.822 1.402 0.426
C -0.275 2.432 0.745
H 1.739 1.638 0.967
H 0.480 0.392 0.561
H 1.121 1.531 -0.616
H -0.152 2.916 1.715
H -0.402 3.206 -0.015
H -1.234 1.916 0.752
```

Multiplicity = 2
Total charge = -1
Kohn-Sham gap (spin up / spin down) = 2.780 / 12.490 eV
LUMO level (spin up / spin down) = 4.42 / 4.58 eV

Charge distribution, Löwdin scheme, values in e: atom 1 (C): -0.409, atom 2 (C): -0.290, atom 3 (H): 0.003, atom 4 (H): 0.013, atom 5 (H): 0.006, atom 6 (H): 0.028, atom 7 (H): 0.038, atom 8 (H): 0.021, atom 9 (C): -0.268, atom 10 (C): -0.317, atom 11 (H): 0.041, atom 12 (H): 0.007, atom 13 (H): 0.040, atom 14 (H): 0.035, atom 15 (H): 0.035, atom 16 (H): 0.017

***

Of them, entry B has the lowest stability.

***

Entry A
Below is an isolated ion of composition CH3N2S and charge +1, with properties calculated with ωB97M-V/def2-TZVPD.

Geometry as XYZ:
```
7
Properties=species:S:1:pos:R:3
N 0.007 0.887 0.930
C -0.081 0.319 -0.191
S 0.320 -1.304 -0.975
N -0.697 0.128 -1.190
H -0.309 1.838 0.568
H 0.619 0.668 1.677
H 0.140 -2.537 -0.819
```

Multiplicity = 1
SMILES string = NC1=[SH]#[N+]1
Total charge = +1
Kohn-Sham gap = 9.839 eV
LUMO level = -6.15 eV

Charge distribution, Löwdin scheme, values in e: atom 1 (N): 0.241, atom 2 (C): -0.630, atom 3 (S): 1.137, atom 4 (N): -0.020, atom 5 (H): 0.212, atom 6 (H): 0.149, atom 7 (H): -0.089

***

Entry B
Below is an isolated ion of composition CH3N2S and charge +1, with properties calculated with ωB97M-V/def2-TZVPD.

Geometry as XYZ:
```
7
Properties=species:S:1:pos:R:3
H 1.129 -2.044 0.128
N 0.999 -1.006 -0.023
C -0.087 -0.492 0.055
N -0.323 0.903 -0.016
S -1.842 -0.060 0.038
H -0.040 1.505 0.666
H 0.164 1.195 -0.848
```

Multiplicity = 1
SMILES string = [H]/N=C1/[NH2+]S1
Total charge = +1
Kohn-Sham gap = 9.956 eV
LUMO level = -6.25 eV

Charge distribution, Löwdin scheme, values in e: atom 1 (H): 0.149, atom 2 (N): 0.231, atom 3 (C): -0.656, atom 4 (N): -0.122, atom 5 (S): 1.120, atom 6 (H): 0.115, atom 7 (H): 0.163

***

Of them, entry A has the lowest stability.

***

Entry A
Below is a 2-piece molecular cluster, C3H11NS2 overall, with properties calculated with ωB97M-V/def2-TZVPD.

Geometry as XYZ:
```
17
Properties=species:S:1:pos:R:3
C -2.243 -0.321 1.157
C -0.823 -0.444 0.650
N -0.160 -1.733 0.845
H -2.868 -1.095 0.719
H -2.591 0.696 0.964
H -2.275 -0.341 2.254
H -0.212 0.303 1.157
H -0.934 -0.144 -0.397
H -0.154 -1.922 1.845
H 0.816 -1.577 0.644
C 1.878 1.439 -0.554
S 2.058 -0.149 -1.418
S 1.595 0.430 -3.353
H 0.842 1.541 -0.241
H 2.393 1.297 0.400
H 2.227 2.269 -1.147
H 0.452 -0.249 -3.527
```

Multiplicity = 1
SMILES string = CCN.CSS
Total charge = 0
Kohn-Sham gap = 9.379 eV
LUMO level = 0.49 eV

Charge distribution, Löwdin scheme, values in e: atom 1 (C): -0.113, atom 2 (C): -0.398, atom 3 (N): -0.008, atom 4 (H): 0.074, atom 5 (H): 0.072, atom 6 (H): 0.069, atom 7 (H): 0.085, atom 8 (H): 0.095, atom 9 (H): 0.067, atom 10 (H): 0.007, atom 11 (C): -0.478, atom 12 (S): 0.362, atom 13 (S): 0.312, atom 14 (H): 0.000, atom 15 (H): 0.035, atom 16 (H): 0.022, atom 17 (H): -0.204

***

Entry B
Below is a 2-piece molecular cluster, C3H11NS2 overall, with properties calculated with ωB97M-V/def2-TZVPD.

Geometry as XYZ:
```
17
Properties=species:S:1:pos:R:3
C -2.619 -0.781 -1.039
N -1.544 -0.611 -0.066
C -1.271 -1.848 0.656
H -3.036 0.192 -1.301
H -3.474 -1.368 -0.629
H -2.259 -1.358 -1.890
H -1.842 0.068 0.627
H -0.668 -2.510 0.032
H -0.790 -1.701 1.629
H -2.236 -2.328 0.926
C 3.498 2.381 -0.138
S 3.058 1.373 1.335
S 1.746 -0.098 0.552
H 3.189 1.869 -1.046
H 2.858 3.259 -0.042
H 4.567 2.546 -0.077
H 0.823 0.917 0.471
```

Multiplicity = 1
SMILES string = CNC.CSS
Total charge = 0
Kohn-Sham gap = 9.433 eV
LUMO level = 0.75 eV

Charge distribution, Löwdin scheme, values in e: atom 1 (C): -0.154, atom 2 (N): -0.206, atom 3 (C): -0.184, atom 4 (H): 0.075, atom 5 (H): 0.073, atom 6 (H): 0.075, atom 7 (H): 0.091, atom 8 (H): 0.075, atom 9 (H): 0.064, atom 10 (H): 0.073, atom 11 (C): -0.463, atom 12 (S): 0.330, atom 13 (S): 0.278, atom 14 (H): 0.018, atom 15 (H): 0.018, atom 16 (H): 0.018, atom 17 (H): -0.180

***

Of them, entry B has the lowest stability.

***

Entry A
Below is a 2-piece molecular cluster, C3H7ClO overall, with properties calculated with ωB97M-V/def2-TZVPD.

Geometry as XYZ:
```
12
Properties=species:S:1:pos:R:3
C -1.029 0.199 -0.020
C 0.411 -0.581 0.231
C 1.420 0.383 -0.168
H -3.328 -0.154 0.693
H -1.556 0.848 0.796
H -0.736 0.697 -0.976
H 0.598 -1.736 -0.304
H 0.410 -0.967 1.184
H 1.355 1.005 -1.220
H 1.559 1.234 0.558
O -2.187 -0.575 -0.560
Cl 3.081 -0.354 -0.213
```

Multiplicity = 1
Total charge = 0
Kohn-Sham gap = 8.258 eV
LUMO level = -1.82 eV

Charge distribution, Löwdin scheme, values in e: atom 1 (C): -0.274, atom 2 (C): -0.282, atom 3 (C): -0.663, atom 4 (H): 0.318, atom 5 (H): 0.111, atom 6 (H): 0.084, atom 7 (H): 0.185, atom 8 (H): 0.052, atom 9 (H): 0.132, atom 10 (H): 0.083, atom 11 (O): -0.239, atom 12 (Cl): 0.492

***

Entry B
Below is a 2-piece molecular cluster, C3H7ClO overall, with properties calculated with ωB97M-V/def2-TZVPD.

Geometry as XYZ:
```
12
Properties=species:S:1:pos:R:3
C 0.225 -1.069 -1.323
C 0.851 0.201 -0.658
C -0.227 0.696 0.303
H -0.151 -1.802 -0.718
H -0.578 -0.629 -2.047
H 1.135 -1.467 -1.726
H 1.828 0.179 -0.026
H 0.113 2.137 -1.382
H 0.266 1.461 0.962
H -1.270 1.296 0.049
O 0.700 1.020 -1.972
Cl -0.708 -0.488 1.808
```

Multiplicity = 1
Total charge = 0
Kohn-Sham gap = 10.404 eV
LUMO level = -0.24 eV

Charge distribution, Löwdin scheme, values in e: atom 1 (C): -0.090, atom 2 (C): -0.432, atom 3 (C): -0.495, atom 4 (H): 0.015, atom 5 (H): 0.131, atom 6 (H): 0.067, atom 7 (H): 0.168, atom 8 (H): 0.283, atom 9 (H): 0.047, atom 10 (H): 0.135, atom 11 (O): -0.208, atom 12 (Cl): 0.381

***

Of them, entry A has the lowest stability.

***

Entry A
Below is the molecule C14H21NO2, with properties calculated with ωB97M-V/def2-TZVPD.

Geometry as XYZ:
```
38
Properties=species:S:1:pos:R:3
C 6.085 -0.925 -0.197
C 5.234 -0.787 -1.276
C 3.982 -0.213 -1.125
C 3.572 0.232 0.128
O 2.371 0.810 0.399
C 1.433 0.966 -0.646
C 0.174 1.592 -0.051
C -0.521 0.651 0.934
C -1.294 -0.497 0.269
N -2.732 -0.319 0.397
C -3.247 0.749 -0.442
C -4.740 0.927 -0.170
O -5.457 -0.259 -0.417
C -4.952 -1.307 0.375
C -3.464 -1.541 0.110
C 4.435 0.091 1.216
C 5.678 -0.481 1.053
H 7.059 -1.373 -0.325
H 5.541 -1.127 -2.254
H 3.340 -0.116 -1.986
H 1.201 -0.011 -1.092
H 1.844 1.620 -1.428
H -0.496 1.866 -0.868
H 0.470 2.503 0.471
H 0.244 0.245 1.596
H -1.222 1.214 1.551
H -1.001 -0.596 -0.791
H -1.049 -1.438 0.766
H -2.729 1.678 -0.202
H -3.098 0.523 -1.515
H -5.165 1.686 -0.830
H -4.878 1.233 0.878
H -5.534 -2.194 0.120
H -5.091 -1.069 1.440
H -3.101 -2.335 0.766
H -3.331 -1.858 -0.940
H 4.102 0.442 2.181
H 6.335 -0.583 1.904
```

Multiplicity = 1
SMILES string = c1ccc(OCCCCN2CCOCC2)cc1
Total charge = 0
Kohn-Sham gap = 9.428 eV
LUMO level = 0.89 eV

Charge distribution, Löwdin scheme, values in e: atom 1 (C): -0.107, atom 2 (C): -0.091, atom 3 (C): -0.028, atom 4 (C): -0.268, atom 5 (O): -0.049, atom 6 (C): -0.213, atom 7 (C): -0.173, atom 8 (C): -0.172, atom 9 (C): -0.199, atom 10 (N): -0.182, atom 11 (C): -0.172, atom 12 (C): -0.197, atom 13 (O): -0.133, atom 14 (C): -0.200, atom 15 (C): -0.178, atom 16 (C): -0.012, atom 17 (C): -0.090, atom 18 (H): 0.097, atom 19 (H): 0.103, atom 20 (H): 0.101, atom 21 (H): 0.124, atom 22 (H): 0.132, atom 23 (H): 0.108, atom 24 (H): 0.118, atom 25 (H): 0.109, atom 26 (H): 0.112, atom 27 (H): 0.119, atom 28 (H): 0.119, atom 29 (H): 0.115, atom 30 (H): 0.133, atom 31 (H): 0.125, atom 32 (H): 0.128, atom 33 (H): 0.124, atom 34 (H): 0.126, atom 35 (H): 0.123, atom 36 (H): 0.131, atom 37 (H): 0.116, atom 38 (H): 0.103

***

Entry B
Below is the molecule C14H21NO2, with properties calculated with ωB97M-V/def2-TZVPD.

Geometry as XYZ:
```
38
Properties=species:S:1:pos:R:3
O 0.364 3.433 -0.886
C -0.618 3.639 0.096
C -0.068 4.198 1.429
N 0.208 3.248 2.486
C 1.379 2.402 2.336
C 1.281 1.295 1.309
C 2.216 1.174 0.285
C 2.113 0.169 -0.654
C 1.063 -0.752 -0.608
O 1.094 -1.685 -1.596
C 0.108 -2.682 -1.771
C -0.063 -3.675 -0.596
C -1.573 -3.794 -0.351
C -2.216 -3.301 -1.649
C -1.304 -2.165 -2.102
C 0.129 -0.639 0.418
C 0.249 0.369 1.359
H 0.973 2.744 -0.585
H -1.306 4.365 -0.343
H -1.175 2.710 0.291
H 0.852 4.752 1.219
H -0.800 4.903 1.836
H -0.615 2.686 2.673
H 2.226 3.051 2.099
H 1.565 1.953 3.320
H 3.044 1.868 0.230
H 2.839 0.072 -1.445
H 0.495 -3.224 -2.641
H 0.474 -3.326 0.286
H 0.358 -4.641 -0.871
H -1.884 -3.159 0.480
H -1.865 -4.815 -0.111
H -2.206 -4.099 -2.393
H -3.246 -2.977 -1.506
H -1.514 -1.253 -1.544
H -1.407 -1.939 -3.162
H -0.693 -1.328 0.507
H -0.482 0.425 2.154
```

Multiplicity = 1
SMILES string = OCCNCc1ccc(OC2CCCC2)cc1
Total charge = 0
Kohn-Sham gap = 9.128 eV
LUMO level = 0.81 eV

Charge distribution, Löwdin scheme, values in e: atom 1 (O): -0.070, atom 2 (C): -0.253, atom 3 (C): -0.204, atom 4 (N): -0.080, atom 5 (C): -0.182, atom 6 (C): -0.242, atom 7 (C): -0.063, atom 8 (C): 0.011, atom 9 (C): -0.251, atom 10 (O): -0.010, atom 11 (C): -0.300, atom 12 (C): -0.123, atom 13 (C): -0.190, atom 14 (C): -0.187, atom 15 (C): -0.130, atom 16 (C): -0.005, atom 17 (C): -0.034, atom 18 (H): 0.041, atom 19 (H): 0.111, atom 20 (H): 0.111, atom 21 (H): 0.121, atom 22 (H): 0.109, atom 23 (H): 0.098, atom 24 (H): 0.119, atom 25 (H): 0.121, atom 26 (H): 0.121, atom 27 (H): 0.122, atom 28 (H): 0.152, atom 29 (H): 0.110, atom 30 (H): 0.111, atom 31 (H): 0.100, atom 32 (H): 0.106, atom 33 (H): 0.113, atom 34 (H): 0.109, atom 35 (H): 0.110, atom 36 (H): 0.116, atom 37 (H): 0.094, atom 38 (H): 0.116

***

Of them, entry A has the lowest stability.